C24H34Cl2KLiN4NaO14S | ωB97M-V/def2-TZVPD

```
! RIJCOSX wB97M-V def2-TZVPD def2/J DEFGRID3
* xyz -1 1
N 3.131 4.065 0.714
C 2.178 4.205 -0.108
C 1.343 2.969 -0.498
C -0.120 3.433 -0.316
C -1.150 2.615 0.070
Cl -0.978 0.893 0.377
C -2.487 3.233 0.241
O -3.562 2.622 -0.032
C -2.396 4.644 0.819
Cl -3.621 5.220 2.038
C -1.356 5.468 0.424
C -0.438 4.884 -0.567
O -0.013 5.529 -1.494
H 3.558 4.984 0.846
H 1.980 5.212 -0.485
H 1.559 2.211 0.268
H 1.564 2.607 -1.512
H -1.195 6.462 0.810
O 6.107 4.070 -1.457
S 4.973 4.615 -2.254
O 4.309 5.698 -1.493
O 3.993 3.507 -2.527
O 5.484 5.141 -3.538
Li -0.900 8.393 0.775
K -5.036 5.032 -0.229
O -0.022 -5.939 -1.630
C -0.496 -5.251 -0.765
O -0.421 -3.919 -0.871
C -1.077 -3.005 0.019
C -0.274 -2.798 1.287
C -1.103 -5.866 0.471
H -2.102 -3.327 0.216
H -1.148 -2.060 -0.520
H -0.156 -3.727 1.847
H -0.762 -2.066 1.934
H 0.727 -2.444 1.050
H -0.301 -6.156 1.150
H -1.663 -6.753 0.177
H -1.800 -5.217 0.995
C -4.345 -1.898 2.030
C -5.409 -1.413 1.053
C -5.378 0.103 0.840
C -5.741 0.844 2.046
N -6.021 1.433 2.992
H -4.507 -1.493 3.031
H -4.369 -2.987 2.105
H -3.346 -1.604 1.699
H -6.395 -1.725 1.406
H -5.248 -1.901 0.089
H -6.077 0.368 0.043
H -4.386 0.418 0.504
C 4.771 -0.239 -1.053
C 3.969 -1.130 -1.992
C 3.575 -2.269 -1.070
O 3.461 -1.707 0.247
C 4.019 -0.389 0.254
H 4.833 0.794 -1.379
H 5.790 -0.636 -0.947
H 3.079 -0.598 -2.337
H 4.526 -1.467 -2.868
H 4.345 -3.044 -1.041
H 2.632 -2.730 -1.355
H 3.197 0.330 0.322
H 4.660 -0.266 1.127
C -4.679 9.315 3.345
C -3.552 9.254 2.433
N -2.665 9.205 1.715
H -4.785 10.311 3.775
H -5.612 9.074 2.836
H -4.558 8.610 4.167
C -0.549 -8.973 -2.312
N -1.008 -10.143 -1.514
O -1.210 -9.972 -0.329
O -1.151 -11.195 -2.106
H -0.467 -8.112 -1.659
H 0.417 -9.226 -2.738
H -1.288 -8.799 -3.089
Na 5.995 1.314 -2.506
C 6.761 -4.195 -0.974
O 6.070 -5.011 -0.349
O 7.332 -3.188 -0.453
O 6.986 -4.248 -2.222
*
```

Calculated total energy (Ha): -4295.32165
E_LUMO (eV): -1.70

Results of the Mulliken charge analysis, in e, for atoms 1 through 4: -0.7036 -0.4592 0.2553 0.1271